{
  "formula": "CAgF5LiO3P",
  "method": "ωB97M-V/def2-TZVPD",
  "e_above_lowest_kj_mol": 58.39,
  "lumo_ev": -2.845,
  "total_charge": 0,
  "homo_ev": -10.1,
  "energy_ev": -34263.81303,
  "elements": ["Ag", "O", "O", "C", "F", "P", "O", "F", "F", "F", "F", "Li"],
  "xyz": [[-3.203968, -2.759012, -0.254969], [-1.545923, -0.598860, -0.500307], [-0.751223, -2.477466, 0.314751], [-0.628453, -1.285220, 0.019543], [2.164873, 1.799232, -0.790156], [1.302074, 0.709947, 0.035371], [0.533330, -0.686187, 0.411585], [-0.803419, 1.797682, 0.984205], [1.833485, 1.118025, 1.487835], [2.625232, -0.213667, -0.143018], [0.211666, 1.310571, -1.044300], [-1.737679, 1.284951, -0.520544]],
  "forces_ev_per_angstrom": [[1.5951, 0.6680, 0.1920], [-0.7101, 0.0324, -0.6248], [-0.2956, -0.7945, -0.0498], [-1.0086, 0.7298, 0.6010], [0.6948, 0.5357, 1.2547], [2.6474, 0.6653, 0.3317], [-0.3515, 0.5338, -0.3670], [-0.0616, -0.3545, -0.3096], [-2.0408, 0.2934, -1.5055], [-0.9220, -0.2941, -0.8871], [-0.5215, -2.0578, 0.2851], [0.9745, 0.0425, 1.0793]]
}

---

{
  "formula": "C13H28CoN4O7",
  "method": "ωB97M-V/def2-TZVPD",
  "e_above_lowest_kj_mol": 156.23,
  "lumo_ev": [-5.032, -5.734],
  "spin_multiplicity": 5,
  "total_charge": 1,
  "homo_ev": [-10.2, -12.3],
  "energy_ev": -71837.44991,
  "elements": ["N", "H", "H", "H", "H", "H", "N", "H", "H", "H", "C", "O", "H", "N", "H", "H", "H", "O", "C", "C", "O", "C", "H", "N", "O", "H", "H", "H", "C", "H", "O", "H", "C", "Co", "H", "C", "H", "C", "C", "C", "H", "H", "H", "H", "H", "C", "O", "H", "H", "C", "H", "C", "O"],
  "xyz": [[-1.373239, 1.220461, 0.156512], [-1.708142, -3.831287, -1.524846], [-1.794226, 3.827296, 2.050867], [-0.317313, 1.643612, -2.023366], [-3.086979, -1.308018, -3.411296], [-3.006577, 2.618817, 1.607455], [-0.724997, -1.488053, -0.394826], [1.846062, -4.061997, -2.156131], [2.487535, 0.614854, 4.038797], [-0.420053, 5.057622, -0.071350], [0.485379, 4.426888, -0.032764], [-1.687147, -1.724874, 0.425037], [0.991898, 0.332361, 4.922507], [0.851394, 1.964403, -0.250513], [1.697935, -2.741226, -3.338971], [-1.050734, -4.204846, 0.076273], [-0.757130, -0.096918, -3.536619], [0.040389, 0.719640, -2.156133], [1.183395, -2.216152, -1.358452], [0.030405, 3.012422, 0.010285], [-1.206728, -0.777234, -4.094790], [-1.259725, 2.547319, 0.394779], [2.676746, -1.702162, 3.776544], [1.559069, -0.983428, -0.878504], [2.734120, -0.473400, -0.750655], [1.064331, 4.746384, 0.853188], [3.099941, -2.784816, -2.200900], [-3.390663, -0.075803, -2.042017], [-0.128570, -2.563029, -0.963447], [0.366205, -2.301204, 2.159069], [2.191978, 2.207383, -0.444227], [-2.102275, -0.445044, 0.716325], [1.511038, 0.130814, 3.990240], [0.271811, 0.235026, -0.472948], [-2.787478, 4.059781, 0.621219], [-3.153916, -0.224106, -3.113338], [1.977195, -1.797770, 1.570389], [-2.247465, 3.295391, 1.196303], [-0.781160, -3.885318, -0.942985], [1.644814, -1.347795, 3.694267], [1.032516, -1.954827, 4.364076], [2.518439, 1.236886, -0.596827], [1.244533, 1.585946, 2.347295], [1.080437, 4.628390, -0.940165], [-0.147228, -4.667194, -1.384430], [0.735856, 0.733493, 2.819819], [-2.346728, 0.640082, 0.810024], [-0.285104, 1.047620, 3.089143], [-0.665508, -0.731898, -4.904963], [2.021423, -2.982065, -2.302654], [-2.676783, 0.672934, -3.459047], [1.156771, -1.543536, 2.260460], [0.604238, -0.291834, 1.796303]],
  "forces_ev_per_angstrom": [[0.8042, 3.6367, 1.4629], [0.0578, -0.0140, 0.1239], [0.1206, -0.2311, -0.4053], [0.4382, -1.4337, -0.9928], [-0.3447, 1.9739, -0.0854], [0.3143, 0.1386, -0.2193], [-0.1950, -1.2849, 1.5881], [0.1662, 0.4306, -0.1414], [-0.0329, -0.1054, 0.1210], [0.4564, -0.1310, 0.0100], [-0.4699, 0.6376, -0.1443], [0.4614, 0.5251, -1.3365], [0.0406, -0.0709, 0.0833], [1.1230, 4.5223, 1.9477], [0.1617, -0.0054, 0.5895], [0.1111, 0.3541, -0.2683], [-0.2852, -0.6031, -0.0482], [-0.8610, 1.6825, -1.9859], [0.6944, 0.9596, -0.3461], [3.6959, -2.1786, -0.9513], [2.8787, 0.0814, -1.1764], [-0.8284, -3.4139, -0.4500], [-0.2046, 0.1226, 0.1118], [2.2659, 0.8687, -0.0589], [-1.3391, -1.9478, -1.0853], [-0.1446, -0.3928, -0.3715], [-0.4988, 0.0679, 0.0108], [-0.2380, -0.3095, -0.4257], [0.2248, 1.2336, 0.4474], [0.2275, 0.1379, 0.1583], [-0.5696, -1.3123, -0.4178], [-0.8250, 1.2732, 0.2180], [0.1964, 0.8390, -0.2152], [-4.9348, -2.0746, 2.5040], [0.2323, -0.1741, -0.0780], [-1.4151, -0.8396, 2.5316], [-0.1705, -0.0295, 0.3058], [-0.7465, 0.4902, 0.5397], [0.0557, -0.7456, -0.3688], [-0.0908, -0.8894, -0.1165], [0.1028, 0.1204, 0.0235], [0.0273, 1.7130, 0.1722], [-0.0492, -0.1985, 0.2620], [-0.1301, -0.2080, 0.4547], [-0.1867, 0.3644, 0.1169], [-0.5211, 0.1792, -0.5199], [-0.2419, -2.4055, -0.2842], [0.2813, -0.1151, 0.0094], [-0.2946, -0.2719, 0.1806], [0.4796, -0.8477, -0.0961], [-0.2499, -0.2753, -0.9328], [0.0506, -0.1064, -0.7369], [0.1994, 0.2628, 0.2855]]
}

---

{
  "formula": "C6H15N2",
  "method": "ωB97M-V/def2-TZVPD",
  "e_above_lowest_kj_mol": 389.72,
  "lumo_ev": -3.158,
  "total_charge": 1,
  "homo_ev": -12.3,
  "energy_ev": -9435.93266,
  "elements": ["H", "H", "H", "H", "H", "H", "N", "C", "N", "C", "C", "H", "H", "H", "C", "C", "H", "H", "H", "H", "H", "H", "C"],
  "xyz": [[3.391035, 1.031459, -1.113618], [1.726302, 1.609225, -1.527061], [-2.781513, -1.244480, 1.243787], [-3.624303, 0.519606, 0.304549], [-1.775025, -2.062921, -0.094098], [-2.904817, 1.552427, -0.968726], [1.566742, -1.181382, -0.726182], [1.688769, -0.072899, -0.035934], [-1.686280, -0.011798, -0.211725], [-1.813398, -1.317908, 0.615424], [1.552366, -0.003154, 1.455382], [2.683247, -0.077757, 1.771605], [1.087954, 0.919646, 1.821442], [-0.680042, 1.570793, -1.067416], [-2.986713, 0.484834, -0.661118], [-0.570139, 0.609439, -0.427941], [1.026797, -0.673200, 2.087668], [-3.460621, -0.183116, -1.327420], [1.503086, -2.000964, -0.178909], [2.130101, -1.230966, -1.556774], [2.514964, 1.958765, 0.008844], [-0.965964, -1.350280, 1.266574], [2.377452, 1.154635, -0.678342]],
  "forces_ev_per_angstrom": [[-0.6184, -0.7689, 0.2317], [1.0455, -1.0520, 1.3597], [1.6394, -0.3651, -1.2815], [0.7072, -0.0503, -1.6204], [-0.3424, -2.0077, -1.2044], [-0.0155, -1.0883, -0.2925], [1.6185, 0.0135, -0.0841], [-1.6633, 2.4453, 0.1745], [0.3351, -0.0850, 0.3717], [-1.0748, 3.6442, 1.0146], [2.7644, 0.8349, 0.5318], [-1.9371, 0.4239, -0.0928], [0.8024, 0.3318, -0.6342], [-0.3030, -1.4542, 0.8525], [-0.7856, 1.7044, 2.9953], [0.1743, 0.7126, -0.0742], [-0.4876, -1.6987, -0.3826], [-0.4050, -0.5159, -1.0009], [-0.3245, -1.1756, 0.2414], [-0.1455, -0.2871, -0.4144], [-0.2333, 0.3481, 0.8325], [0.4139, -0.1353, 0.3581], [-1.1649, 0.2255, -1.8817]]
}

---

{
  "formula": "C9H14",
  "method": "ωB97M-V/def2-TZVPD",
  "e_above_lowest_kj_mol": 98.78,
  "lumo_ev": 1.029,
  "smiles": "Cc1ccccc1.CC",
  "total_charge": 0,
  "homo_ev": -9.0,
  "energy_ev": -9559.15766,
  "elements": ["C", "H", "H", "C", "H", "C", "C", "H", "H", "H", "C", "H", "H", "H", "C", "C", "C", "H", "H", "H", "H", "C", "H"],
  "xyz": [[1.048072, 0.485438, 2.170246], [1.928695, 1.124743, 2.114501], [-0.358840, 2.793116, -2.019597], [-0.071859, -1.677407, -1.079731], [0.881991, -1.573652, 3.057566], [-2.248385, -0.789316, -1.323513], [-0.324311, 0.672186, -1.520252], [1.012764, 2.191240, -0.996249], [-3.323392, -0.713789, -1.187245], [0.391648, -0.389588, 4.133748], [1.109604, -0.543081, 3.320911], [0.308606, 1.224584, 2.493925], [0.634630, 0.067124, 1.252235], [0.984312, 1.894008, -2.735096], [0.507656, -0.415140, -1.222655], [0.357341, 1.992922, -1.847109], [-1.703920, 0.466126, -1.622754], [-1.766945, -2.934475, -1.312542], [1.571338, -0.240064, -1.177144], [0.639701, -2.465632, -0.848763], [2.101809, -0.496344, 3.756582], [-1.424831, -1.910994, -1.262294], [-2.255684, 1.237994, -2.144771]],
  "forces_ev_per_angstrom": [[-1.5040, 0.4211, 1.2765], [0.3343, -0.6401, -0.5890], [0.0715, 0.1078, 0.1893], [1.5837, 0.2182, -0.4394], [0.3621, -0.0743, -0.5423], [-0.3534, 0.8758, -0.8308], [0.3520, -0.1371, -0.9363], [-0.0361, 0.5057, -0.1383], [-0.0878, -1.0597, -0.5180], [0.1021, 0.5649, -0.1618], [0.1713, -0.1030, 0.2017], [-0.2457, 0.0381, -0.2421], [0.6686, 0.1697, -0.0941], [-0.0182, -0.0037, 0.0108], [-1.4842, 0.1596, 0.1102], [-0.2758, -0.7182, 0.2371], [1.5634, -0.1972, 0.0280], [-0.3707, 0.0659, 0.4540], [0.1594, -0.2514, 0.2417], [-0.3737, -0.3318, -0.2729], [0.1121, -0.3375, 0.2452], [-0.1436, 0.5398, 0.9683], [-0.5873, 0.1875, 0.8021]]
}

---

{
  "formula": "C23H39F3N2O11S4",
  "method": "ωB97M-V/def2-TZVPD",
  "lumo_ev": -0.892,
  "smiles": "N#CO[C@@H]1C[C@@H](COC(F)(F)F)C(=O)N1.O=S1(=O)CCCC1.O=S1(=O)CCCC1.O=S1(=O)CCCC1.O=S1(=O)CCCC1",
  "total_charge": 0,
  "homo_ev": -10.3,
  "energy_ev": -101470.62622,
  "elements": ["C", "O", "H", "O", "O", "O", "F", "C", "O", "H", "F", "H", "C", "C", "H", "H", "H", "C", "H", "S", "H", "C", "C", "C", "H", "H", "H", "C", "O", "C", "H", "C", "N", "H", "H", "C", "H", "H", "C", "S", "O", "O", "C", "O", "H", "C", "H", "H", "C", "N", "H", "H", "H", "S", "H", "H", "O", "C", "H", "C", "C", "H", "H", "H", "H", "O", "S", "H", "F", "H", "H", "H", "C", "H", "C", "H", "C", "H", "H", "C", "H", "H"],
  "xyz": [[-2.990973, 0.185798, 5.734567], [1.760478, -6.996315, 3.024650], [-1.961002, 5.145394, -3.527587], [-0.608329, -7.324694, 3.875068], [1.760478, 6.060401, -1.636545], [-1.963486, 0.841697, 3.399365], [-5.236541, -0.258884, -1.973073], [5.767901, 2.558488, -1.926234], [-3.696036, 2.368734, 4.452324], [7.027517, -0.241184, -2.613234], [-3.282889, -1.509631, -1.416613], [0.305196, 6.664150, -4.907923], [-0.232099, 7.254642, -2.901234], [6.080822, -0.077203, -2.089855], [-1.028786, 4.609397, -4.936466], [1.027517, -8.601747, 1.072960], [2.602162, -0.235990, 0.449707], [-0.575372, -6.421993, 0.406471], [4.626964, 2.497426, -3.779031], [6.337244, 1.217358, -0.892369], [-1.028786, -8.447319, -0.275272], [-4.726007, -1.062149, 4.576120], [0.256118, 0.459858, 0.538735], [0.467930, -2.421393, 0.729599], [-1.878381, 2.434378, -0.768372], [-0.160816, 0.156556, 1.599454], [6.557824, 3.308475, -2.016016], [-4.010307, -0.227873, -1.090558], [7.760478, 1.364248, -0.661545], [-0.974674, 5.181105, -4.005418], [0.669753, 1.577977, 0.506943], [0.080822, -8.437766, 1.596339], [1.570517, 0.167783, -1.512026], [5.764933, -0.993348, -1.587983], [-1.113450, -5.360204, 2.232867], [0.290295, 0.937488, -1.898580], [0.557824, -5.052087, 1.670178], [-2.463329, 1.262716, 0.586863], [5.025326, 0.484951, -3.030418], [0.337244, 5.913512, -1.867369], [0.107154, 1.829748, -2.875270], [-3.269975, 0.981421, -1.479878], [5.424628, 1.938569, -3.279723], [-0.608329, 5.732022, -0.786126], [0.557824, 8.004629, -2.991016], [-0.575372, 6.634723, -4.254723], [0.305196, -6.392566, -0.246729], [-4.284224, -1.269940, 6.705428], [-4.476347, 0.027282, 3.534544], [-0.639390, -2.556097, 1.428282], [-1.373036, 7.193579, -4.754031], [1.532815, -0.625864, -2.198136], [-5.768849, -1.393901, 4.558264], [-3.163388, 1.049230, 4.185252], [-1.113450, 7.696512, -2.428327], [-0.878620, -0.722059, -1.028704], [5.391671, 1.035869, 0.188874], [0.080822, 4.618951, -3.064855], [1.027517, 4.454970, -3.588234], [1.541629, -0.374804, -0.068032], [-0.974674, -7.875611, 0.655776], [4.971214, -0.086757, -3.961466], [-2.739067, 0.890312, 6.529039], [-1.961002, -7.911323, 1.133607], [-0.235067, 3.702806, -2.562983], [1.433699, -1.833501, -0.254710], [0.337244, -7.143205, 2.793825], [-2.192499, -0.553168, 5.618744], [-4.517672, -0.236147, 0.300763], [6.305196, 1.967997, -3.932923], [-0.235067, -9.353910, 2.098211], [-4.165915, -0.396184, 2.575990], [-0.809386, 0.421125, -0.749134], [4.886550, 3.000359, -1.453327], [-4.338085, -0.491078, 5.939203], [-5.084677, 0.246477, 6.257087], [-0.232099, -5.802074, 1.759960], [-4.099588, -1.934776, 4.354633], [-5.358970, 0.657532, 3.395144], [-2.178459, 1.299995, -0.547360], [4.038998, 0.449240, -2.552587], [-1.373036, -5.863137, -0.092837]],
  "forces_ev_per_angstrom": [[0.1139, -0.2270, 0.5053], [-0.5809, -0.0669, 0.2493], [0.1172, -0.0487, -0.0563], [0.4524, 0.0638, -0.1616], [-0.4861, -0.0302, 0.3232], [-0.1890, 0.3977, -0.0708], [4.2778, 0.0598, 3.1622], [-0.2055, 0.6102, -0.2910], [0.4120, -0.3555, -0.2938], [-0.0751, 0.0455, 0.1639], [-2.3571, 4.2840, 1.6180], [-0.1186, -0.0139, 0.0949], [-0.1817, 0.6825, -0.2821], [-0.1026, -0.4591, -0.3599], [-0.0064, 0.0487, 0.1667], [-0.0826, 0.0474, 0.1479], [-2.4625, 0.1056, -1.0942], [-0.0137, 0.1017, -0.3411], [0.1403, -0.0649, 0.0969], [0.5157, 0.0069, 0.1061], [-0.0107, 0.0582, 0.1489], [-0.0880, -0.3737, 0.0341], [0.4458, 0.7662, -0.9357], [-6.7276, 1.5874, 2.3227], [-0.8781, -2.5518, 0.2906], [0.9030, 0.5773, -2.3631], [-0.1099, -0.1628, 0.2377], [-1.6038, 0.0678, -1.8512], [-0.6490, -0.0841, 0.2713], [-0.2089, -0.0505, -0.0724], [-0.8666, -2.3447, 0.6836], [-0.1107, -0.4763, -0.3358], [-1.7913, 0.3174, -0.8845], [0.1454, 0.1546, 0.1038], [0.2160, -0.0840, 0.0344], [-1.5562, 2.5328, -1.6554], [-0.1796, -0.2149, 0.2751], [0.1399, -0.1709, -2.2403], [-0.2893, -0.0626, -0.0745], [0.3646, -0.2230, -0.1212], [1.6774, -6.4043, 5.9203], [-1.2948, -3.9354, 2.5452], [-0.0025, 0.0756, -0.3721], [0.3959, 0.0425, -0.0514], [-0.1119, -0.1472, 0.2312], [-0.0222, 0.0880, -0.3605], [-0.1109, -0.0214, 0.0842], [0.0024, 0.1419, -0.0986], [-0.4550, -0.3522, -0.4070], [10.0482, 0.8739, -6.0786], [0.1501, -0.0488, 0.0768], [0.6809, 0.8209, 0.7950], [0.1789, 0.0501, -0.0345], [0.0341, 0.1528, 0.1482], [0.1749, -0.1224, 0.0493], [-0.6757, 2.2767, 0.5681], [0.3346, -0.0006, -0.0846], [-0.1881, -0.1400, -0.1500], [-0.0967, 0.0045, 0.1653], [-0.2139, 1.9523, -0.7369], [-0.2459, -0.0618, -0.1045], [0.0109, 0.0575, 0.1307], [0.0595, 0.0367, -0.2365], [0.1323, -0.0436, -0.0518], [0.1766, 0.4850, -0.0269], [-3.8052, -1.9686, 4.0531], [0.3831, -0.0309, 0.1981], [-0.0658, 0.1460, -0.0434], [2.0666, -0.2231, -4.5973], [-0.1151, -0.0101, 0.0932], [0.1384, 0.1642, 0.0970], [0.0091, 0.2567, 0.1826], [1.7867, -0.0709, -0.3545], [0.1671, -0.1193, 0.0460], [-0.2311, -0.0046, 0.1722], [0.1297, -0.0774, 0.0024], [-0.1333, 0.5224, -0.2831], [-0.0835, 0.1293, 0.0331], [0.2310, 0.0340, 0.0213], [2.2993, 1.0735, 0.8721], [0.1224, -0.0035, -0.0511], [0.1493, -0.0484, 0.0866]]
}

---

{
  "formula": "CHINOS",
  "method": "ωB97M-V/def2-TZVPD",
  "e_above_lowest_kj_mol": 158.11,
  "lumo_ev": 3.221,
  "total_charge": -1,
  "homo_ev": -3.7,
  "energy_ev": -23526.80937,
  "elements": ["O", "S", "N", "I", "H", "C"],
  "xyz": [[-0.145417, -0.155141, 1.761361], [1.241963, -1.679991, 0.123984], [-0.861378, 0.340529, -0.677113], [0.430037, 1.101373, -2.060228], [-0.947547, 0.945639, 0.093661], [0.282342, -0.552408, 0.758335]],
  "forces_ev_per_angstrom": [[-0.8229, 1.3320, 2.0013], [1.0118, -0.6840, -0.5483], [1.0452, -2.1805, 0.2512], [-0.1605, 0.3147, 0.1106], [-0.2220, 1.9896, 0.5805], [-0.8516, -0.7717, -2.3953]]
}